[1]
C40H41KN3O4S3 | wB97M-V/def2-TZVPD

Structure (XYZ):
```
92
Properties=species:S:1:pos:R:3:forces:R:3:lowdin_charge:R:1
K -0.834 0.104 -0.211 -0.4 -0.1 -0.6 0.65
O -3.900 3.334 1.123 1.3 0.2 0.7 -0.34
S -2.477 3.196 1.460 -1.7 -4.7 -2.2 0.63
O -1.917 3.975 2.482 1.0 2.5 1.7 -0.29
N -2.072 1.582 1.661 -0.7 3.4 -2.2 -0.16
C -2.129 1.086 2.862 0.8 -1.8 4.4 -0.29
C -1.921 1.719 4.208 -0.6 -0.6 -3.3 -0.03
C -2.132 0.982 5.352 -0.7 -2.6 -0.7 -0.12
C -2.401 -0.413 5.290 -0.4 0.3 0.7 -0.10
C -2.611 -1.136 4.093 0.6 2.5 0.1 -0.18
C -3.041 -2.494 4.066 0.2 0.9 -0.3 -0.05
C -3.004 -3.120 2.869 1.0 -0.6 -1.5 -0.08
C -2.476 -2.404 1.765 1.1 1.4 0.0 -0.13
N -2.052 -1.132 1.776 -1.9 -0.7 0.1 0.04
C -2.313 -0.387 2.890 0.4 -1.4 0.7 -0.16
C -1.644 3.467 -0.087 -0.7 -0.6 0.0 -0.30
C -0.266 3.429 -0.090 1.7 0.2 -0.6 -0.08
C 0.390 3.929 -1.211 0.5 1.2 0.1 -0.07
C -0.385 4.380 -2.290 1.9 -0.6 -1.2 -0.14
C -1.692 4.087 -2.443 -1.7 -0.6 1.3 -0.08
C -2.372 3.616 -1.248 0.5 1.3 -2.1 -0.03
H -1.611 2.758 4.194 -0.4 -0.2 0.3 0.07
H -2.293 1.467 6.287 0.7 0.3 0.8 0.08
H -2.408 -1.060 6.167 -0.4 0.6 0.4 0.08
H -3.436 -2.930 4.960 0.2 -0.3 0.5 0.10
H -3.036 -4.194 2.631 -0.9 0.4 0.7 0.10
H -2.313 -2.903 0.825 0.1 -0.2 -0.3 0.08
H 0.318 2.948 0.698 -0.3 0.5 0.2 0.10
H 1.482 4.178 -1.260 -1.0 -0.8 0.3 0.12
H 0.091 4.736 -3.209 0.3 0.2 0.5 0.10
H -2.074 4.266 -3.474 -0.5 -0.3 1.3 0.12
H -3.433 3.443 -1.272 -0.1 0.1 0.2 0.08
O 1.863 1.178 1.554 0.5 -1.4 0.7 -0.54
S 1.850 -0.127 2.340 -1.0 0.0 -1.0 0.98
C 2.844 -1.500 1.307 -0.5 0.5 1.4 -0.24
C 3.673 -0.814 0.264 0.6 -0.9 -0.3 -0.23
C 3.953 -1.677 -1.044 3.4 0.9 2.4 -0.25
C 2.873 -2.254 -1.803 -0.2 0.0 -3.5 -0.33
S 1.836 -1.113 -2.895 -1.3 -0.3 1.6 1.01
O 1.127 -0.246 -1.851 1.1 -0.4 -1.5 -0.64
C 2.950 0.008 -3.865 -0.1 -1.0 0.8 -0.34
C 2.390 1.265 -3.972 1.8 1.4 -0.3 -0.08
C 3.181 2.311 -4.487 0.8 -0.8 -0.8 -0.05
C 4.453 2.010 -5.022 -0.9 -1.6 0.4 -0.08
C 4.993 0.705 -4.932 -1.9 0.5 0.6 -0.07
C 4.196 -0.326 -4.405 0.2 1.7 0.1 -0.08
C 2.859 0.058 3.824 1.9 -0.2 -1.4 -0.40
C 3.978 0.899 3.751 0.7 2.2 -1.1 -0.07
C 4.807 1.148 4.873 -1.2 -1.3 -0.5 -0.09
C 4.660 0.291 5.931 -0.5 -1.1 0.2 -0.10
C 3.664 -0.711 5.897 0.5 0.3 1.3 -0.09
C 2.721 -0.829 4.888 -0.7 -0.9 0.2 -0.09
H 2.109 -2.145 0.803 -0.2 0.4 0.6 0.08
H 3.315 -2.066 2.141 0.1 0.3 -0.8 0.09
H 4.616 -0.411 0.685 -0.3 -0.4 -0.4 0.12
H 3.097 0.046 -0.024 -0.3 0.6 -0.4 0.07
H 4.679 -2.527 -0.862 -0.7 0.7 0.5 0.13
H 4.600 -0.990 -1.576 -0.1 0.1 -0.9 0.10
H 2.225 -2.812 -1.187 -1.5 -0.2 0.5 0.06
H 3.229 -3.017 -2.542 0.0 0.6 0.5 0.10
H 1.406 1.486 -3.658 -0.8 0.0 0.7 0.09
H 2.865 3.356 -4.504 -0.3 -0.5 -0.2 0.10
H 4.918 2.638 -5.737 0.7 1.2 0.2 0.08
H 6.017 0.534 -5.171 0.4 -0.3 -0.7 0.09
H 4.572 -1.312 -4.475 0.2 -1.0 0.5 0.09
H 4.255 1.470 2.775 -1.1 -1.0 1.8 0.14
H 5.536 1.905 5.021 0.6 0.7 -0.9 0.09
H 5.393 0.305 6.749 -0.6 0.1 -0.1 0.11
H 3.639 -1.307 6.808 -0.3 -0.3 -0.4 0.10
H 1.936 -1.663 4.891 1.1 1.5 0.1 0.14
C -4.730 1.111 -1.183 -1.1 -1.7 -0.2 -0.07
N -3.788 0.036 -1.713 -0.7 1.6 -1.1 -0.25
C -3.401 0.374 -3.099 0.9 1.4 0.5 -0.12
C -4.361 -1.293 -1.700 0.2 -0.9 -1.4 -0.21
C -3.372 -2.419 -2.117 -0.5 -0.7 -2.1 -0.26
C -3.628 -3.480 -3.073 -0.4 1.1 1.9 -0.06
C -2.641 -4.433 -3.299 -0.8 -0.4 -1.1 -0.17
C -1.366 -4.298 -2.793 0.9 -1.8 -0.3 -0.16
C -1.137 -3.259 -1.931 0.8 0.2 -1.0 -0.21
C -2.080 -2.286 -1.706 1.2 1.6 2.6 -0.16
H -5.657 0.625 -0.610 1.9 1.0 -1.3 0.12
H -5.113 1.726 -2.067 0.3 -0.6 1.3 0.08
H -4.183 1.709 -0.453 -0.4 0.1 -0.2 0.02
H -4.245 0.465 -3.835 0.3 -0.2 0.6 0.08
H -2.683 -0.371 -3.425 -0.1 -0.2 -0.2 0.06
H -2.827 1.367 -3.125 -0.9 -1.2 0.2 0.08
H -5.263 -1.364 -2.330 -0.2 0.1 -0.2 0.11
H -4.694 -1.450 -0.713 -0.3 -0.5 1.4 0.09
H -4.596 -3.571 -3.553 -0.2 -0.2 -0.1 0.08
H -2.855 -5.312 -3.915 -0.1 0.4 -0.1 0.08
H -0.578 -5.052 -3.123 -0.9 0.9 0.7 0.10
H -0.117 -3.098 -1.586 0.3 -0.1 0.2 0.04
```
Forces are in eV/Å.

For the gap between HOMO and LUMO, the calculation gives 0.162 Ha. The multiplicity is 1. The energy comes out at -103630.3142 eV. For the HOMO energy, the calculation gives -2.62 eV. Its net charge is -1.

***

[2]
C40H42F3MoN2P2Si2 | wB97M-V/def2-TZVPD

Structure (XYZ):
```
92
Properties=species:S:1:pos:R:3:forces:R:3:mulliken_spin:R:1
Mo 0.929 0.640 -0.127 -1.4 -0.1 -1.1 2.06
C -0.325 4.345 -2.259 -0.1 0.0 -0.4 0.00
Si 0.265 3.964 -0.558 -0.2 -0.4 0.0 -0.04
C -0.408 5.166 0.660 -0.1 0.3 0.3 0.00
C 2.117 3.946 -0.531 0.4 -0.1 0.0 0.04
N -0.268 2.317 -0.164 0.3 0.0 0.5 -0.03
P -1.173 1.692 1.071 0.2 0.3 0.4 -0.04
C -0.763 0.020 1.014 0.4 0.3 -0.6 0.03
P -1.221 -0.908 -0.368 0.2 -0.2 0.3 0.00
N -0.019 -0.476 -1.432 0.3 -0.2 0.0 -0.01
Si 0.653 -0.991 -3.006 -0.1 0.0 0.4 -0.02
C -0.683 -1.520 -4.148 -0.3 -0.1 -0.4 0.00
C 1.546 0.493 -3.643 0.2 0.4 0.0 0.03
C 1.804 -2.386 -2.705 0.3 -0.4 0.2 -0.01
C -1.110 -2.665 -0.046 -0.1 -0.1 0.0 0.01
C -0.425 -3.124 1.077 0.1 0.0 -0.1 -0.01
C -0.240 -4.489 1.256 0.0 0.1 0.0 0.00
C -0.738 -5.388 0.324 0.0 0.0 0.0 0.00
C -1.433 -4.933 -0.791 0.0 0.0 0.1 0.00
C -1.622 -3.573 -0.975 0.0 0.0 0.0 0.00
C -2.827 -0.579 -1.066 -0.2 0.1 -0.2 -0.01
C -3.973 -1.028 -0.406 0.0 0.0 -0.1 0.01
C -5.224 -0.707 -0.911 0.0 0.0 0.0 0.00
C -5.333 0.043 -2.077 0.0 0.0 0.0 0.00
C -4.196 0.492 -2.732 0.0 0.0 0.1 0.00
C -2.943 0.191 -2.219 0.0 0.1 0.0 0.00
C -0.420 2.379 2.571 0.0 0.1 0.0 -0.03
C -1.056 3.063 3.594 -0.1 0.0 0.1 0.00
C -0.307 3.587 4.645 0.0 0.0 -0.1 0.00
C 1.071 3.435 4.671 0.1 0.0 0.0 0.00
C 1.723 2.758 3.642 -0.2 0.1 0.1 0.01
C 0.963 2.249 2.611 0.1 -0.1 0.0 0.01
C -2.898 2.149 1.061 -0.2 -0.1 -0.1 0.00
C -3.724 1.689 2.092 0.0 0.0 0.0 0.00
C -5.070 2.020 2.098 0.0 0.0 -0.1 0.00
C -5.597 2.800 1.074 0.0 0.0 0.0 0.00
C -4.784 3.242 0.041 0.0 0.0 0.0 0.00
C -3.435 2.914 0.032 0.0 0.1 0.0 0.00
H 0.043 5.324 -2.580 0.0 -0.1 0.0 0.00
H 0.048 3.599 -2.968 -0.1 0.1 0.0 0.00
H -1.416 4.365 -2.323 0.0 0.0 0.0 0.00
H -0.299 6.176 0.253 0.0 0.0 0.1 0.00
H -1.471 5.011 0.868 0.0 0.0 0.0 0.00
H 0.136 5.119 1.607 -0.1 0.0 0.0 0.00
H 2.536 4.708 -1.193 0.0 0.0 0.1 0.00
H 2.502 4.124 0.477 0.0 0.0 0.0 0.00
H 2.530 2.989 -0.873 0.0 0.0 0.0 -0.02
H -1.467 -0.776 -4.285 0.0 -0.1 -0.1 0.00
H -0.224 -1.706 -5.125 -0.1 0.0 0.0 0.00
H -1.143 -2.457 -3.824 0.0 0.0 0.0 0.00
H 0.853 1.249 -4.021 0.1 0.0 0.0 0.00
H 2.157 0.964 -2.862 0.0 0.0 0.0 -0.02
H 2.236 0.227 -4.448 -0.1 0.0 0.0 0.00
H 1.294 -3.199 -2.176 0.1 0.0 0.0 0.00
H 2.193 -2.787 -3.645 0.0 0.0 0.1 0.00
H 2.650 -2.057 -2.095 0.0 -0.1 0.0 0.00
H -0.045 -2.411 1.798 0.0 0.0 0.0 0.01
H 0.287 -4.849 2.130 0.0 0.0 0.0 0.00
H -0.596 -6.451 0.471 0.0 0.0 0.0 0.00
H -1.833 -5.638 -1.508 0.0 0.0 0.0 0.00
H -2.184 -3.222 -1.833 0.0 0.0 0.0 0.00
H -3.892 -1.628 0.493 0.0 0.0 0.0 0.00
H -6.114 -1.052 -0.402 0.0 0.0 0.0 0.00
H -6.312 0.278 -2.476 0.0 0.0 0.0 0.00
H -4.284 1.080 -3.637 0.0 0.0 0.0 0.00
H -2.053 0.565 -2.711 0.0 0.0 0.1 0.00
H -2.129 3.206 3.576 0.0 0.0 0.0 0.00
H -0.805 4.123 5.442 0.0 0.0 0.0 0.00
H 1.643 3.848 5.492 0.0 0.0 0.0 0.00
H 2.798 2.637 3.650 0.0 0.0 0.0 0.00
H 1.473 1.734 1.797 0.3 0.0 0.3 -0.02
H -3.320 1.068 2.883 0.0 0.0 0.0 0.00
H -5.708 1.671 2.899 0.0 0.0 0.0 0.00
H -6.648 3.059 1.081 0.0 0.0 0.0 0.00
H -5.200 3.840 -0.760 0.0 0.0 0.0 0.00
H -2.803 3.256 -0.780 0.0 0.0 0.0 0.00
F 6.220 -6.811 1.462 0.0 0.0 0.0 0.00
C 6.865 -5.638 1.521 -0.2 0.2 0.0 0.00
F 7.464 -5.563 2.720 0.0 0.0 0.0 0.00
F 7.838 -5.665 0.596 0.0 0.0 0.0 0.00
C 5.936 -4.468 1.301 0.1 -0.1 0.0 0.01
C 4.638 -4.665 0.863 -0.1 0.0 0.0 -0.01
C 3.811 -3.572 0.647 0.0 -0.2 0.0 0.02
C 4.296 -2.286 0.869 -0.2 0.4 -0.1 0.01
C 5.605 -2.092 1.308 0.1 -0.1 0.0 0.02
C 6.422 -3.186 1.525 0.0 0.1 0.0 -0.01
C 3.440 -1.152 0.639 0.4 -0.4 0.1 0.09
C 2.702 -0.207 0.433 -0.1 0.2 0.2 -0.11
H 4.271 -5.667 0.693 0.0 0.0 0.0 0.00
H 2.791 -3.710 0.309 0.0 0.0 0.0 0.00
H 5.972 -1.089 1.477 0.0 0.0 0.0 0.00
H 7.438 -3.043 1.870 0.0 0.0 0.0 0.00
```
Forces are in eV/Å.

Its expectation value of S² is 2.02. For the gap between HOMO and LUMO (alpha / beta), the calculation gives 0.262 / 0.291 Ha. The energy above the lowest of the compared OMol25 structures with the same formula, charge and spin comes out at 10.4 kcal per mole. The multiplicity is 3. The energy comes out at -89480.0222 eV. For the HOMO energy (alpha / beta), the calculation gives -10.28 / -11.08 eV. Its net charge is +1.

***

[3]
C40H42FN7O10RhSe | wB97M-V/def2-TZVPD

Structure (XYZ):
```
102
Properties=species:S:1:pos:R:3:forces:R:3:mulliken_spin:R:1
Rh -1.923 -0.684 2.661 0.3 -0.2 0.4 1.16
C 5.648 -0.891 3.890 -0.1 0.2 0.0 0.00
C 4.843 0.406 3.939 0.7 -0.3 0.2 0.00
N 3.543 0.277 3.310 -0.5 -0.2 0.4 0.00
C 2.534 -0.203 4.067 -0.1 0.1 -0.5 0.00
C 1.241 -0.327 3.648 -0.3 -0.1 0.1 -0.01
C 0.284 -0.902 4.661 -0.1 -0.1 0.2 0.00
O 0.723 -1.300 5.726 0.3 0.1 0.1 0.00
O -0.966 -0.932 4.367 -0.1 0.0 0.6 0.00
C 0.869 0.103 2.342 -0.5 -0.1 0.0 -0.02
O -0.290 0.063 1.827 1.6 0.6 -0.3 -0.13
C 1.957 0.627 1.545 0.4 0.3 -0.3 0.01
C 1.668 1.121 0.270 0.5 0.1 0.0 -0.07
C 2.675 1.576 -0.540 -0.5 -0.1 0.2 0.03
F 2.368 2.120 -1.742 0.1 0.0 0.1 0.00
C 4.014 1.503 -0.153 0.1 -0.4 0.7 0.01
C 4.304 1.032 1.129 -0.1 0.3 -0.5 -0.01
C 3.290 0.646 2.009 -0.6 0.1 -0.4 0.00
N 5.058 1.835 -1.023 -0.2 0.1 0.0 0.00
C 6.192 2.624 -0.622 0.0 0.1 0.0 0.00
C 7.469 1.803 -0.945 0.1 0.6 0.6 0.00
N 7.049 0.724 -1.875 0.2 -0.5 0.0 0.00
C 6.281 1.274 -3.020 -0.4 0.3 -0.6 0.00
C 4.919 1.746 -2.458 -0.2 -0.1 -0.1 -0.01
H 6.604 -0.736 4.384 0.1 0.0 0.0 0.00
H 5.822 -1.214 2.866 0.0 0.0 -0.1 0.00
H 5.121 -1.687 4.412 0.0 -0.1 0.0 0.00
H 5.396 1.217 3.461 -0.2 0.0 0.1 0.00
H 4.679 0.683 4.985 0.0 0.1 -0.2 0.00
H 2.772 -0.519 5.074 0.0 0.0 0.1 0.00
H 0.636 1.162 -0.034 0.0 0.0 -0.1 0.06
H 5.338 0.948 1.421 0.1 0.0 0.1 0.00
H 6.135 2.860 0.440 0.1 0.0 -0.1 0.00
H 6.206 3.574 -1.175 0.0 -0.1 0.1 0.00
H 7.892 1.348 -0.048 0.0 -0.1 -0.2 0.00
H 8.233 2.427 -1.412 0.0 -0.2 -0.1 0.00
H 6.368 0.147 -1.352 0.3 0.0 -0.1 0.00
H 7.843 0.152 -2.174 -0.2 0.1 0.1 0.00
H 6.136 0.500 -3.773 0.1 0.0 0.1 0.00
H 6.849 2.093 -3.464 0.1 -0.1 0.1 0.00
H 4.146 1.014 -2.689 0.1 0.0 0.0 0.01
H 4.632 2.700 -2.920 0.1 -0.1 0.0 0.00
C -4.823 2.475 1.799 0.2 -0.1 -0.1 0.04
C -3.955 1.687 2.744 -0.2 0.3 0.2 0.00
O -2.765 1.475 2.524 0.0 0.3 -0.1 0.05
N -4.573 1.261 3.863 -0.2 -0.1 0.0 0.01
C -3.914 0.444 4.864 0.4 -0.2 -0.1 -0.01
C -4.112 -1.033 4.602 -0.3 0.1 0.3 0.00
C -4.972 -1.794 5.380 0.1 0.0 -0.1 0.00
C -5.079 -3.157 5.151 0.1 0.1 -0.3 0.00
C -4.343 -3.709 4.116 0.0 0.1 0.2 0.02
C -3.529 -2.885 3.361 -0.3 -0.4 0.0 -0.02
N -3.424 -1.577 3.591 -0.4 -0.5 0.5 -0.03
H -4.191 2.989 1.080 0.0 0.1 0.1 0.00
H -5.446 3.193 2.326 0.0 0.0 0.0 0.00
H -5.467 1.782 1.258 -0.1 -0.1 0.0 0.00
H -5.570 1.388 3.950 0.1 0.0 -0.1 0.00
H -4.304 0.707 5.850 0.1 -0.1 -0.1 0.00
H -2.838 0.664 4.831 -0.3 0.0 0.1 0.00
H -5.541 -1.329 6.169 0.0 0.1 0.1 0.00
H -5.716 -3.774 5.766 -0.1 0.0 0.0 0.00
H -4.391 -4.762 3.895 0.0 -0.1 -0.1 0.00
H -2.959 -3.299 2.538 0.0 0.1 0.1 -0.01
O -4.142 -2.525 0.565 0.0 0.0 -0.1 0.03
C -3.204 -1.804 0.288 -0.1 -0.6 -0.8 0.06
O -2.914 -0.699 0.905 -0.3 0.8 -0.4 0.11
C -2.270 -2.080 -0.867 0.2 0.0 0.0 -0.08
C -0.907 -2.067 -0.617 -0.1 0.0 0.2 0.18
C 0.003 -2.183 -1.683 1.0 0.1 0.5 0.01
C -0.466 -2.336 -2.985 -0.4 -0.1 -0.9 0.10
C -1.831 -2.334 -3.217 0.7 0.0 1.7 -0.07
C -2.750 -2.215 -2.162 -0.4 -0.2 -0.3 0.24
N -2.311 -2.351 -4.562 -0.2 0.0 -0.9 0.01
O -1.492 -2.416 -5.471 -0.3 0.0 0.1 0.01
O -3.517 -2.242 -4.737 0.3 -0.2 -0.1 -0.01
N 1.381 -2.012 -1.441 -2.2 -0.3 -0.4 0.20
O 2.157 -1.917 -2.403 1.2 0.2 -1.7 0.20
O 1.773 -1.909 -0.269 0.5 0.3 1.9 0.18
H -0.527 -1.940 0.389 0.0 0.0 -0.1 0.02
H 0.223 -2.433 -3.812 0.0 0.1 0.1 0.01
H -3.809 -2.213 -2.370 -0.1 0.0 0.0 0.00
C -2.728 0.354 -6.997 0.0 -0.1 -0.1 0.00
C -2.766 0.585 -5.528 0.1 0.1 0.2 0.09
C -3.966 0.699 -4.830 0.0 0.1 0.3 0.00
C -3.997 0.890 -3.464 -0.2 0.1 0.0 -0.04
C -5.300 1.005 -2.741 0.0 0.0 0.1 0.07
C -2.782 0.971 -2.751 0.0 0.2 0.2 -0.04
Se -2.802 1.266 -0.888 0.2 -0.3 -0.8 1.53
C -1.559 0.834 -3.440 0.3 0.0 0.0 -0.04
C -0.258 0.893 -2.714 0.0 0.2 -0.1 0.08
C -1.574 0.662 -4.808 -0.2 0.0 0.1 0.01
H -3.727 0.311 -7.422 0.0 0.0 -0.1 0.00
H -2.219 -0.588 -7.206 0.0 0.0 0.0 0.01
H -2.160 1.148 -7.483 0.0 0.0 -0.1 0.01
H -4.897 0.615 -5.371 -0.1 0.0 0.0 0.00
H -6.128 0.819 -3.419 -0.1 0.0 0.1 0.00
H -5.415 2.007 -2.322 -0.1 0.0 0.0 0.00
H -5.340 0.287 -1.920 -0.1 -0.1 0.0 -0.02
H -0.375 0.498 -1.708 0.2 -0.2 0.1 0.05
H 0.095 1.922 -2.648 0.0 0.1 0.0 0.01
H 0.499 0.312 -3.234 0.1 -0.1 0.1 0.01
H -0.641 0.535 -5.336 0.2 0.0 0.0 0.00
```
Forces are in eV/Å.

Its expectation value of S² is 6.05. For the gap between HOMO and LUMO (alpha / beta), the calculation gives 0.136 / 0.180 Ha. The multiplicity is 5. The energy comes out at -144126.6562 eV. For the HOMO energy (alpha / beta), the calculation gives -6.50 / -9.89 eV. Its net charge is +1.